1.
{"formula": "C4H5NO", "method": "the ωB97M-V functional and the def2-TZVPD basis", "smiles": "N#CC[C@H]1CO1", "fmax_ev_per_a": 4.28, "e_lumo_ev": 0.8, "total_charge": 0, "homo_lumo_gap_ev": 11.07, "energy_ev": -7762.426, "elements": ["N", "C", "C", "C", "C", "O", "H", "H", "H", "H", "H"], "xyz": [[-1.044, -2.218, -1.124], [-0.894, -1.088, -0.945], [-0.451, 0.308, -1.042], [-0.102, 0.458, 0.400], [1.084, 0.185, 1.207], [0.785, 1.517, 0.761], [-1.359, 0.891, -1.248], [0.291, 0.502, -1.821], [-1.157, -0.310, 0.685], [0.881, 0.093, 2.280], [1.964, -0.340, 0.847]], "forces_ev_per_angstrom": [[-0.24, 0.42, 0.59], [0.44, -1.36, -2.67], [0.03, -0.34, -0.22], [-1.28, -1.77, 0.41], [0.05, -0.31, -0.17], [-1.48, -0.10, 0.65], [0.35, 0.14, 0.08], [0.06, -0.24, 0.16], [1.83, 3.46, 1.73], [0.15, -0.31, -0.35], [0.09, 0.42, -0.20]]}

2.
{"formula": "C4H5NO", "method": "the ωB97M-V functional and the def2-TZVPD basis", "smiles": "CC#CC(N)=O", "fmax_ev_per_a": 0.61, "e_lumo_ev": 0.9, "total_charge": 0, "homo_lumo_gap_ev": 10.73, "energy_ev": -7765.358, "elements": ["C", "C", "C", "C", "O", "N", "H", "H", "H", "H", "H"], "xyz": [[0.226, 2.305, 0.825], [0.100, 0.947, 0.299], [-0.025, -0.145, -0.198], [-0.295, -1.346, -0.992], [-0.716, -1.267, -2.131], [-0.048, -2.532, -0.371], [1.239, 2.687, 0.660], [0.009, 2.350, 1.897], [-0.471, 2.966, 0.302], [-0.279, -3.375, -0.877], [0.259, -2.588, 0.586]], "forces_ev_per_angstrom": [[0.00, 0.06, 0.02], [-0.04, -0.48, -0.23], [0.00, 0.59, 0.16], [-0.07, -0.01, -0.13], [0.13, -0.08, 0.31], [-0.02, -0.04, -0.02], [-0.14, -0.09, 0.05], [0.04, -0.06, -0.18], [0.10, -0.10, 0.10], [0.07, 0.13, 0.11], [-0.07, 0.09, -0.18]]}

3.
{"formula": "C4H5NO", "method": "the ωB97M-V functional and the def2-TZVPD basis", "smiles": "Cc1ncco1", "fmax_ev_per_a": 1.46, "e_lumo_ev": 0.7, "total_charge": 0, "homo_lumo_gap_ev": 9.61, "energy_ev": -7764.378, "elements": ["C", "C", "N", "C", "C", "O", "H", "H", "H", "H", "H"], "xyz": [[1.642, 0.017, 0.173], [0.428, 0.459, -0.580], [-0.411, 1.336, -0.115], [-1.586, 0.616, 0.033], [-1.383, -0.656, -0.387], [-0.153, -0.710, -0.954], [1.100, -0.615, 0.900], [2.162, 0.791, 0.724], [2.285, -0.654, -0.391], [-2.444, 1.019, 0.551], [-1.639, -1.603, 0.046]], "forces_ev_per_angstrom": [[0.39, 0.18, -0.05], [0.05, -0.03, 0.40], [0.16, -0.25, -0.06], [-0.25, -0.06, 0.08], [-0.12, 0.11, 0.31], [-0.03, -0.23, 0.39], [0.60, 0.13, 0.18], [0.15, 0.16, -0.30], [0.17, 0.25, -0.03], [0.08, 0.04, -0.17], [-1.20, -0.31, -0.76]]}

4.
{"formula": "C4H5NO", "method": "the ωB97M-V functional and the def2-TZVPD basis", "smiles": "N#CC[C@H]1CO1", "fmax_ev_per_a": 1.12, "e_lumo_ev": 0.8, "total_charge": 0, "homo_lumo_gap_ev": 11.89, "energy_ev": -7764.881, "elements": ["N", "C", "C", "C", "C", "O", "H", "H", "H", "H", "H"], "xyz": [[-0.974, -2.122, -2.031], [-0.494, -1.166, -1.592], [0.094, 0.050, -1.025], [-0.410, 0.364, 0.376], [0.477, 0.290, 1.533], [0.194, 1.530, 0.900], [-0.106, 0.885, -1.711], [1.183, -0.061, -0.983], [-1.455, 0.182, 0.614], [0.031, 0.203, 2.523], [1.461, -0.154, 1.397]], "forces_ev_per_angstrom": [[0.47, 0.92, 0.44], [-0.43, -0.88, -0.33], [0.08, -0.03, 0.04], [-0.06, -0.25, -0.03], [0.11, -0.37, 0.16], [-0.04, 0.17, 0.04], [-0.10, -0.14, 0.26], [-0.13, -0.03, -0.06], [-0.12, 0.41, -0.44], [0.15, -0.15, -0.15], [0.08, 0.35, 0.08]]}

5.
{"formula": "C4H5NO", "method": "the ωB97M-V functional and the def2-TZVPD basis", "smiles": "N#CC[C@H]1CO1", "fmax_ev_per_a": 1.14, "e_lumo_ev": 0.9, "total_charge": 0, "homo_lumo_gap_ev": 11.86, "energy_ev": -7764.974, "elements": ["N", "C", "C", "C", "C", "O", "H", "H", "H", "H", "H"], "xyz": [[-1.379, -2.367, -1.195], [-1.220, -1.287, -0.811], [-1.008, 0.074, -0.308], [0.148, 0.127, 0.671], [1.487, 0.502, 0.220], [0.658, 1.420, 0.924], [-1.931, 0.418, 0.173], [-0.809, 0.745, -1.150], [0.045, -0.510, 1.549], [2.363, 0.145, 0.761], [1.647, 0.733, -0.834]], "forces_ev_per_angstrom": [[0.17, 1.06, 0.38], [-0.16, -0.93, -0.34], [-0.05, 0.09, -0.03], [-0.08, -0.18, -0.01], [0.24, -0.16, -0.15], [-0.06, 0.17, 0.07], [0.13, -0.07, -0.04], [-0.02, -0.11, 0.11], [0.03, 0.09, -0.11], [-0.18, 0.08, -0.06], [-0.05, -0.04, 0.18]]}

6.
{"formula": "C4H5NO", "method": "the ωB97M-V functional and the def2-TZVPD basis", "smiles": "N#CCCC=O", "fmax_ev_per_a": 4.35, "e_lumo_ev": 0.5, "total_charge": 0, "homo_lumo_gap_ev": 10.77, "energy_ev": -7763.034, "elements": ["O", "C", "C", "C", "C", "N", "H", "H", "H", "H", "H"], "xyz": [[1.662, -1.152, -0.110], [1.458, -0.255, -0.890], [0.316, 0.635, -0.627], [-0.397, -0.112, 0.920], [-1.770, -0.336, 0.531], [-2.826, -0.326, 1.038], [2.086, -0.111, -1.796], [-0.491, 0.420, -1.336], [0.622, 1.684, -0.939], [-0.440, 0.643, 1.711], [-0.219, -1.090, 1.498]], "forces_ev_per_angstrom": [[1.19, -0.41, -0.69], [0.05, -0.86, 0.34], [-0.56, -1.08, 1.08], [0.69, 1.41, -1.40], [-2.99, 0.74, 3.06], [0.75, -0.49, -2.10], [-0.12, 0.04, 0.20], [0.15, -0.15, -0.04], [-0.60, -0.66, 1.69], [0.12, 0.11, -0.42], [1.33, 1.35, -1.72]]}

7.
{"formula": "C4H5NO", "method": "the ωB97M-V functional and the def2-TZVPD basis", "smiles": "Cc1cocn1", "fmax_ev_per_a": 0.30, "e_lumo_ev": 1.1, "total_charge": 0, "homo_lumo_gap_ev": 10.30, "energy_ev": -7766.200, "elements": ["C", "C", "C", "O", "C", "N", "H", "H", "H", "H", "H"], "xyz": [[-1.655, -0.350, -0.060], [-0.191, -0.062, -0.013], [0.460, 1.068, 0.346], [1.804, 0.848, 0.221], [1.887, -0.422, -0.212], [0.756, -1.018, -0.373], [-1.865, -1.312, 0.417], [-2.010, -0.410, -1.094], [-2.225, 0.428, 0.455], [0.158, 2.045, 0.688], [2.881, -0.816, -0.376]], "forces_ev_per_angstrom": [[-0.03, 0.01, 0.01], [-0.10, 0.18, 0.06], [-0.22, -0.04, 0.00], [0.04, -0.07, -0.03], [0.00, -0.18, -0.06], [0.22, 0.20, 0.06], [0.04, 0.14, -0.05], [0.07, 0.00, 0.14], [0.09, -0.10, -0.09], [0.02, -0.17, -0.05], [-0.14, 0.04, 0.01]]}

8.
{"formula": "C4H5NO", "method": "the ωB97M-V functional and the def2-TZVPD basis", "smiles": "C=C=C=O.C=N", "fmax_ev_per_a": 1.04, "e_lumo_ev": -0.3, "total_charge": 0, "homo_lumo_gap_ev": 8.47, "energy_ev": -7763.075, "elements": ["C", "N", "C", "O", "C", "C", "H", "H", "H", "H", "H"], "xyz": [[-1.258, 0.244, -1.101], [-1.406, -0.666, -0.232], [0.487, -0.943, 1.617], [0.000, -1.879, 2.115], [1.166, 0.141, 1.311], [1.485, 0.891, 0.268], [-1.097, 0.072, -2.172], [1.139, 0.670, -0.748], [-1.272, 1.287, -0.773], [-1.347, -1.601, -0.643], [2.102, 1.784, 0.359]], "forces_ev_per_angstrom": [[-0.10, -0.14, 0.15], [-0.05, 0.24, -0.42], [-0.18, -0.58, 0.41], [0.49, 0.83, -0.39], [0.03, -0.01, -0.17], [-0.03, -0.06, 0.10], [-0.03, -0.04, 0.11], [0.10, -0.02, 0.22], [-0.08, -0.16, -0.06], [-0.08, 0.11, -0.03], [-0.06, -0.16, 0.08]]}

9.
{"formula": "C4H5NO", "method": "the ωB97M-V functional and the def2-TZVPD basis", "smiles": "Oc1ccc[nH]1", "fmax_ev_per_a": 1.98, "e_lumo_ev": 0.8, "total_charge": 0, "homo_lumo_gap_ev": 8.76, "energy_ev": -7764.350, "elements": ["O", "C", "C", "C", "C", "N", "H", "H", "H", "H", "H"], "xyz": [[-0.394, 0.609, -2.164], [-0.309, -0.071, -0.957], [0.963, -0.161, -0.455], [0.990, -0.133, 0.941], [-0.284, -0.046, 1.415], [-1.187, 0.093, 0.406], [-0.825, 0.178, -2.914], [1.861, -0.176, -1.066], [1.880, -0.123, 1.535], [-0.549, -0.154, 2.467], [-2.146, -0.017, 0.791]], "forces_ev_per_angstrom": [[-1.08, -0.08, 0.55], [-0.28, 0.81, 1.79], [-0.12, -0.08, 0.17], [0.32, -0.21, 0.39], [0.47, -0.01, -0.23], [0.92, -0.04, -1.11], [-0.28, -0.42, 0.65], [-0.39, 0.13, -0.11], [0.18, -0.27, 0.24], [-0.36, 0.14, -0.46], [0.63, 0.04, -1.87]]}

10.
{"formula": "C4H5NO", "method": "the ωB97M-V functional and the def2-TZVPD basis", "fmax_ev_per_a": 0.62, "e_lumo_ev": 0.7, "total_charge": 0, "homo_lumo_gap_ev": 9.18, "energy_ev": -7761.764, "elements": ["O", "C", "C", "N", "C", "C", "H", "H", "H", "H", "H"], "xyz": [[2.042, -0.806, 0.369], [0.775, -0.460, 0.232], [-0.114, -0.735, -0.916], [-0.369, 0.715, -0.733], [-1.108, 0.880, 0.470], [0.338, 0.718, 0.847], [0.376, -0.970, -1.863], [-1.002, -1.356, -0.754], [-1.826, 0.102, 0.745], [-1.449, 1.898, 0.635], [2.333, -0.081, 0.966]], "forces_ev_per_angstrom": [[-0.07, 0.02, 0.06], [0.13, 0.16, 0.06], [-0.05, -0.08, 0.06], [-0.32, 0.23, -0.31], [-0.35, 0.05, -0.05], [0.08, -0.04, 0.13], [0.00, 0.08, 0.22], [0.20, 0.08, 0.07], [0.07, 0.08, -0.08], [-0.12, -0.15, -0.07], [0.43, -0.44, -0.09]]}

11.
{"formula": "C4H5NO", "method": "the ωB97M-V functional and the def2-TZVPD basis", "smiles": "N#C[C@@H]1C[C@@H]1O", "fmax_ev_per_a": 1.88, "e_lumo_ev": 0.8, "total_charge": 0, "homo_lumo_gap_ev": 11.18, "energy_ev": -7764.574, "elements": ["O", "C", "C", "C", "C", "N", "H", "H", "H", "H", "H"], "xyz": [[-0.730, 1.411, -0.789], [-0.934, 0.308, 0.028], [-0.416, -0.977, -0.476], [0.294, -0.291, 0.707], [1.523, 0.440, 0.554], [2.483, 1.069, 0.393], [0.186, 1.718, -0.742], [-1.886, 0.364, 0.548], [-0.957, -1.868, -0.153], [0.109, -1.029, -1.413], [0.328, -1.146, 1.343]], "forces_ev_per_angstrom": [[0.04, 0.28, 0.23], [-0.24, -0.19, 0.00], [-0.01, -0.08, -0.53], [0.31, -0.62, -0.70], [0.87, 0.23, -0.42], [-0.99, -0.54, 0.20], [-0.05, 0.01, 0.04], [0.19, -0.09, 0.01], [0.36, 0.18, -0.22], [-0.26, 0.14, -0.34], [-0.22, 0.67, 1.74]]}

12.
{"formula": "C4H5NO", "method": "the ωB97M-V functional and the def2-TZVPD basis", "fmax_ev_per_a": 0.61, "e_lumo_ev": 0.5, "total_charge": 0, "homo_lumo_gap_ev": 8.99, "energy_ev": -7761.388, "elements": ["C", "N", "C", "O", "C", "C", "H", "H", "H", "H", "H"], "xyz": [[-1.696, 0.068, -0.109], [-0.439, 0.090, -0.843], [0.740, -0.316, -0.392], [0.901, -0.182, 1.366], [2.050, -0.508, -0.581], [2.068, -0.093, 0.775], [-2.443, -0.550, -0.619], [-2.093, 1.083, -0.005], [-1.506, -0.336, 0.884], [-0.464, 0.363, -1.817], [2.882, 0.380, 1.341]], "forces_ev_per_angstrom": [[-0.12, -0.03, 0.18], [0.42, -0.08, 0.10], [-0.44, 0.04, -0.43], [-0.18, 0.06, -0.13], [-0.30, 0.00, 0.22], [0.33, 0.10, 0.14], [0.19, 0.04, 0.05], [0.10, -0.16, -0.01], [-0.02, 0.04, -0.11], [0.17, 0.06, 0.19], [-0.15, -0.06, -0.20]]}

Calculated M, 83.090; 83.090; 83.090; 83.090; 83.090; 83.090; 83.090; 83.090; 83.090; 83.090; 83.090; 83.090 g/mol (same order as the records).
Calculated HOMO, -10.3; -9.9; -8.9; -11.0; -11.0; -10.3; -9.2; -8.8; -7.9; -8.5; -10.4; -8.5 eV (same order as the records).
Calculated energy relative to the best compared isomer or geometry (same formula, charge and spin), 4.100; 1.168; 2.149; 1.646; 1.552; 3.493; 0.327; 3.451; 2.177; 4.762; 1.953; 5.138 eV (same order as the records).